[1]
73
Properties=species:S:1:pos:R:3 method="wB97M-V/def2-TZVPD" e_homo_ha="-0.4736 / -0.4834" s_squared=2.02 lumo_ev="-6.08 / -6.09" gap_ev="6.8 / 7.1" multiplicity=3 total_charge=+2
V -0.34 1.17 -0.25
C -6.26 -0.82 -3.78
C -4.91 -0.53 -3.21
C -3.79 -1.27 -3.56
C -2.53 -1.01 -3.00
C -1.44 -1.90 -3.32
N -0.65 -2.44 -2.45
C -0.76 -2.32 -1.00
C -0.14 -3.50 -0.26
C -0.50 -3.48 1.23
N -0.23 -2.18 1.82
C 0.65 -1.89 2.73
C 0.98 -0.56 3.12
C 1.96 -0.38 4.12
C 2.48 0.85 4.42
C 3.51 1.05 5.50
C 2.04 1.93 3.64
C 1.10 1.81 2.63
C 0.82 2.97 1.81
N 0.25 2.92 0.67
C -0.12 4.12 -0.06
C -1.55 4.52 0.34
C -2.40 3.34 0.78
N -2.30 2.20 -0.14
C -3.36 1.91 -0.80
C -3.48 0.81 -1.74
C -4.73 0.50 -2.28
C -2.34 0.10 -2.15
O -1.13 0.50 -1.85
C 0.48 0.55 2.40
O -0.50 0.39 1.54
H -6.19 -1.43 -4.68
H -6.89 -1.35 -3.07
H -6.78 0.11 -4.05
H -3.90 -2.08 -4.27
H -1.28 -2.22 -4.35
H 0.10 -3.02 -2.80
H -0.22 -1.41 -0.72
H -1.82 -2.20 -0.77
H -0.50 -4.45 -0.67
H 0.94 -3.47 -0.38
H -1.57 -3.68 1.36
H 0.05 -4.25 1.77
H -0.69 -1.34 1.45
H 1.19 -2.72 3.19
H 2.31 -1.26 4.65
H 3.66 0.14 6.07
H 4.47 1.34 5.06
H 3.21 1.84 6.19
H 2.47 2.91 3.82
H 1.15 3.94 2.19
H 0.59 4.93 0.12
H -0.07 3.88 -1.13
H -1.51 5.23 1.17
H -2.02 5.05 -0.49
H -2.08 2.99 1.76
H -3.44 3.66 0.88
H -4.26 2.50 -0.64
H -5.59 1.08 -1.97
C 3.37 -2.15 -2.33
Si 3.82 -0.80 -1.11
C 5.06 0.39 -1.83
C 4.39 -1.52 0.52
Se 1.91 0.40 -0.68
H 4.27 -2.64 -2.71
H 2.85 -1.72 -3.19
H 2.74 -2.91 -1.88
H 5.99 -0.13 -2.06
H 5.28 1.20 -1.13
H 4.67 0.83 -2.75
H 5.30 -2.11 0.38
H 3.62 -2.18 0.94
H 4.60 -0.74 1.24



[2]
7
Properties=species:S:1:pos:R:3 method="wB97M-V/def2-TZVPD" e_homo_ha=-0.3278 lumo_ev=-1.42 gap_ev=7.5 smiles="N=[S@@H](=P)Cl"
N -0.16 -1.60 0.41
P -1.51 1.10 0.17
S 0.03 -0.23 -0.19
Cl 2.19 0.36 0.02
H -0.55 -1.33 1.58
H -0.61 2.20 -0.47
H 0.62 -0.50 -1.53



[3]
9
Properties=species:S:1:pos:R:3 method="wB97M-V/def2-TZVPD" e_homo_ha=-0.2504 lumo_ev=0.21 gap_ev=7.0
C 0.04 -0.45 1.12
C -0.57 -0.12 -0.01
O 0.25 0.12 -1.14
P -0.13 2.00 -1.38
H 1.07 -0.76 0.99
H -0.48 -0.89 1.88
H -1.60 0.26 -0.10
H -0.09 -0.43 -1.88
H 0.57 2.14 -0.29



[4]
15
Properties=species:S:1:pos:R:3 method="wB97M-V/def2-TZVPD" e_homo_ha=-0.3598 lumo_ev=0.89 gap_ev=10.7 smiles=CC(C)CC#N
C -0.51 1.61 -0.25
C -0.58 0.22 0.38
C -0.66 -0.92 -0.69
C 0.75 -0.17 1.07
C 1.47 -0.89 0.00
N 2.16 -1.36 -0.80
H -0.35 2.40 0.49
H -1.44 1.84 -0.79
H 0.32 1.65 -0.97
H -1.41 0.21 1.11
H -1.18 -0.61 -1.59
H -1.13 -1.81 -0.23
H 0.44 -1.26 -1.14
H 0.59 -0.85 1.92
H 1.39 0.66 1.41



[5]
116
Properties=species:S:1:pos:R:3 method="wB97M-V/def2-TZVPD" e_homo_ha=-0.4070 lumo_ev=-3.27 gap_ev=7.8 total_charge=+1
C -4.53 5.58 -4.48
C -3.48 5.76 -5.70
C -3.12 4.38 -6.43
C -2.43 3.30 -5.48
C -0.90 3.66 -5.11
C -0.81 4.58 -3.80
C -0.33 3.79 -2.50
C 1.24 3.81 -2.25
C 1.46 3.32 -0.73
C 2.96 2.86 -0.41
C 3.07 1.36 0.15
C 3.93 0.49 -0.88
C 3.58 -1.05 -0.91
N 3.23 -1.64 -2.17
C 3.02 -2.99 -1.77
N 2.71 -3.89 -2.72
P 2.45 -5.61 -2.59
S 0.65 -5.97 -1.93
C 2.59 -3.33 -4.10
I 0.88 -2.18 -4.77
C 3.65 -3.54 -4.99
C 4.97 -4.34 -4.63
I 3.56 -2.72 -7.01
N 3.15 -3.28 -0.38
C 3.01 -4.43 0.49
C 4.49 -4.95 0.89
F 2.35 -4.14 1.74
N 3.53 -2.04 0.09
C 3.90 -1.58 1.44
C 2.64 -1.13 2.34
P 2.59 -1.95 4.02
O 3.68 -2.99 4.27
O 1.03 -2.62 4.17
C 1.07 -3.97 4.71
C -0.42 -4.55 4.49
O 2.76 -0.73 5.17
C 3.54 -1.14 6.32
C 5.12 -0.89 6.13
H -4.53 4.53 -4.06
H -4.34 6.32 -3.63
H -5.55 5.81 -4.91
H -2.54 6.21 -5.21
H -3.92 6.51 -6.42
H -4.11 3.96 -6.82
H -2.46 4.63 -7.31
H -2.41 2.32 -6.07
H -3.05 3.09 -4.54
H -0.38 2.67 -4.92
H -0.50 4.21 -6.03
H -1.86 4.95 -3.59
H -0.19 5.52 -4.01
H -0.71 2.73 -2.54
H -0.85 4.29 -1.61
H 1.79 3.07 -2.93
H 1.67 4.84 -2.44
H 1.18 4.21 -0.08
H 0.68 2.51 -0.49
H 3.39 3.53 0.41
H 3.61 3.05 -1.33
H 2.04 0.91 0.31
H 3.66 1.40 1.12
H 5.06 0.61 -0.74
H 3.73 0.88 -1.93
H 2.63 -6.18 -3.91
H 3.49 -6.14 -1.74
H 5.90 -3.80 -5.03
H 5.09 -4.44 -3.50
H 4.96 -5.37 -5.13
H 2.46 -5.33 0.10
H 5.26 -4.11 0.85
H 4.37 -5.37 1.94
H 4.83 -5.80 0.23
H 4.62 -0.70 1.46
H 4.48 -2.43 1.94
H 1.70 -1.32 1.71
H 2.66 0.00 2.49
H 1.31 -3.92 5.81
H 1.76 -4.67 4.16
H -0.51 -5.02 3.45
H -1.16 -3.70 4.53
H -0.69 -5.34 5.25
H 3.31 -2.19 6.69
H 3.24 -0.45 7.18
H 5.58 -1.63 5.39
H 5.27 0.17 5.76
H 5.69 -1.00 7.11
C -2.92 2.04 0.45
C -3.26 3.51 0.58
O -4.08 4.00 -0.47
C -5.35 3.39 -0.61
C -6.24 3.52 0.62
H -2.43 1.84 -0.51
H -2.26 1.73 1.26
H -3.81 1.41 0.49
H -2.33 4.09 0.55
H -3.72 3.73 1.55
H -5.23 2.34 -0.90
H -5.84 3.89 -1.45
H -5.80 3.03 1.49
H -7.21 3.07 0.43
H -6.38 4.57 0.87
C -2.88 -1.62 3.28
C -3.98 -0.61 3.55
O -5.24 -1.00 3.02
C -5.79 -2.22 3.51
C -6.02 -2.22 5.01
H -2.77 -1.80 2.21
H -1.93 -1.26 3.67
H -3.08 -2.59 3.75
H -3.72 0.33 3.06
H -4.07 -0.40 4.62
H -5.16 -3.06 3.20
H -6.75 -2.35 3.00
H -5.09 -2.10 5.56
H -6.48 -3.16 5.32
H -6.68 -1.40 5.29



[6]
23
Properties=species:S:1:pos:R:3 method="wB97M-V/def2-TZVPD" e_homo_ha=-0.2763 lumo_ev=-1.03 gap_ev=6.5 smiles="CCC(C)(C=P#P)CC"
C -1.24 1.46 -0.74
C -2.18 -1.25 -0.35
C 1.87 -0.98 -0.37
C 0.67 1.37 0.93
C -1.16 -0.54 0.57
C 0.69 -0.25 -1.09
C -0.25 0.59 0.03
P 0.02 5.04 -1.78
P -0.71 3.14 -1.33
H -1.90 1.03 -1.46
H -1.73 -1.89 -1.02
H -2.83 -0.51 -0.87
H -2.81 -1.84 0.35
H 2.23 -0.28 0.36
H 1.46 -1.79 0.12
H 2.59 -1.26 -1.10
H 1.05 0.87 1.74
H 1.59 1.63 0.36
H 0.35 2.31 1.29
H -1.93 -0.11 1.28
H -0.48 -1.33 1.01
H 0.09 -0.96 -1.63
H 1.17 0.39 -1.78



[7]
8
Properties=species:S:1:pos:R:3 method="wB97M-V/def2-TZVPD" e_homo_ha=-0.3568 lumo_ev=0.54 gap_ev=10.2
B -0.48 0.77 -0.23
C -0.10 -0.88 -0.07
S 1.46 0.04 0.05
H -0.60 1.25 -1.41
H -0.34 -1.50 0.77
H -0.76 1.71 0.42
H -0.33 -1.48 -0.93
H 1.15 0.09 1.38



[8]
21
Properties=species:S:1:pos:R:3 method="wB97M-V/def2-TZVPD" e_homo_ha="-0.4214 / -0.4882" s_squared=0.75 lumo_ev="-4.92 / -4.98" gap_ev="6.5 / 8.3" multiplicity=2 total_charge=+1
Rb 1.67 0.88 -0.10
O -0.52 0.17 -1.55
O -0.78 -2.00 -1.99
C 0.63 -2.33 -1.86
C 0.97 -2.66 -0.42
O 0.72 -1.61 0.45
C -1.22 -0.81 -1.72
H 0.79 -3.19 -2.51
H 1.21 -1.48 -2.24
H 2.04 -2.94 -0.40
H 0.42 -3.58 -0.14
Mg -0.56 -1.30 1.80
O -0.46 0.73 1.57
O -2.31 -0.31 1.07
C -3.36 -0.42 0.18
C -3.09 -0.92 -1.13
O -2.27 1.98 1.05
C -1.68 0.97 1.29
H -4.22 0.20 0.43
H -3.43 -1.95 -1.30
H -3.54 -0.30 -1.92



[9]
17
Properties=species:S:1:pos:R:3 method="wB97M-V/def2-TZVPD" e_homo_ha=-0.2974 lumo_ev=1.08 gap_ev=9.2 smiles=C1[C@@H]2CC3(CC3)[C@H]12
C 1.75 0.03 0.96
C 0.54 -0.65 1.55
C 0.49 -0.08 0.16
C 0.26 -0.80 -1.17
C -0.58 0.40 -1.67
C -1.75 0.63 -0.37
C -0.37 1.07 -0.30
H 2.60 -0.59 0.67
H 2.02 1.01 1.34
H 0.57 -1.73 1.67
H -0.02 -0.14 2.34
H 1.20 -0.95 -1.73
H -0.27 -1.76 -1.17
H -1.72 0.23 -1.81
H -2.11 -0.20 0.23
H -2.47 1.42 -0.58
H -0.15 2.12 -0.12



[10]
50
Properties=species:S:1:pos:R:3 method="wB97M-V/def2-TZVPD" e_homo_ha="-0.5620 / -0.5618" s_squared=3.86 lumo_ev="-8.20 / -9.99" gap_ev="7.1 / 5.3" multiplicity=4 total_charge=+2
C 1.51 2.09 -0.90
H 2.19 2.62 -0.16
H 2.12 1.92 -1.85
H 1.90 0.80 0.22
C 0.35 3.10 -1.00
H -0.59 2.63 -1.36
H 0.18 3.48 0.03
C 0.61 4.31 -1.96
H -0.33 4.89 -1.98
H 1.42 4.97 -1.59
H 0.84 4.03 -3.01
C -0.80 -1.86 -0.05
C -1.44 -1.01 -0.98
C -0.46 -0.56 -1.95
C 0.83 -1.18 -1.59
C 0.59 -1.95 -0.38
C 1.53 -2.89 0.30
C 2.07 -1.21 -2.41
C -0.78 0.20 -3.18
C -2.90 -0.77 -1.02
C -1.49 -2.65 1.00
Cr 0.52 0.49 -0.26
H 2.94 -1.43 -1.77
H 2.02 -1.98 -3.20
H 2.24 -0.24 -2.90
H 2.51 -2.90 -0.20
H 1.68 -2.52 1.34
H 1.13 -3.93 0.34
H -2.36 -2.12 1.41
H -1.85 -3.62 0.60
H -0.84 -2.87 1.86
H -3.17 0.06 -1.67
H -3.45 -1.67 -1.36
H -3.28 -0.53 -0.01
H 0.07 0.84 -3.49
H -1.03 -0.46 -4.03
H -1.65 0.86 -3.00
N 1.86 -0.73 2.46
C 0.62 -0.16 2.73
C 0.08 -0.35 4.04
C -1.22 0.08 4.29
C -1.93 0.70 3.27
C -1.33 0.90 2.01
N -0.06 0.46 1.75
H 2.42 -0.34 1.69
H 2.41 -1.05 3.25
H 0.72 -0.82 4.76
H -1.64 -0.08 5.28
H -2.94 1.05 3.42
H -1.81 1.43 1.19



[11]
18
Properties=species:S:1:pos:R:3 method="wB97M-V/def2-TZVPD" e_homo_ha=-0.1655 lumo_ev=2.82 gap_ev=7.3 total_charge=-1
O 2.79 -1.86 1.45
C 1.80 -1.70 0.74
C 0.51 -2.61 0.48
C -0.73 -1.64 0.22
Br -2.26 -1.63 1.48
C 0.07 -0.23 0.17
N 1.54 -0.48 -0.08
H 0.30 -3.51 1.13
H 0.72 -3.03 -0.57
H -1.23 -1.76 -0.80
H 0.10 0.06 1.28
H -0.38 0.58 -0.50
H 1.76 -0.81 -1.04
C -1.04 3.52 -0.44
O -1.02 4.68 0.04
O -0.93 3.53 -1.81
O -1.13 2.40 0.11
H -0.89 4.51 -1.84



[12]
65
Properties=species:S:1:pos:R:3 method="wB97M-V/def2-TZVPD" e_homo_ha=-0.3309 lumo_ev=-0.37 gap_ev=8.6
N -0.42 0.93 2.42
Si -1.84 0.62 1.51
Br -2.05 1.94 -0.32
P -3.66 0.79 2.82
O -4.67 -0.21 1.97
Br -4.54 2.76 2.27
H -0.37 1.87 2.82
H 0.41 0.82 1.83
H -1.79 -0.77 1.03
H -4.65 -1.08 2.43
C 0.42 4.58 -1.52
Br 1.03 6.05 -0.42
Br -1.09 5.05 -2.62
Br 1.84 3.86 -2.61
H 0.08 3.80 -0.85
C 2.27 -1.50 2.34
Br 2.81 0.18 1.56
Br 1.69 -1.27 4.16
Br 0.94 -2.37 1.26
H 3.14 -2.13 2.36
C 5.58 0.55 -1.92
Br 3.68 0.44 -2.25
Br 5.97 1.77 -0.49
Br 6.34 -1.19 -1.61
H 6.03 0.94 -2.82
C -1.59 0.34 -3.90
Br -2.37 0.83 -5.59
Br -2.37 -1.28 -3.21
Br 0.32 0.23 -4.03
H -1.83 1.13 -3.20
C -6.16 -2.38 -3.45
Br -8.04 -2.52 -3.82
Br -5.81 -1.17 -1.99
Br -5.37 -4.10 -3.13
H -5.68 -1.97 -4.33
C 3.60 -1.82 8.11
Br 1.90 -1.02 7.69
Br 5.02 -1.05 7.05
Br 3.99 -1.70 10.00
H 3.54 -2.86 7.86
C 0.26 5.33 -6.45
Br -0.74 6.34 -7.76
Br -0.60 3.66 -6.06
Br 2.08 5.05 -7.01
H 0.28 5.91 -5.54
C 1.26 1.63 -9.52
Br 1.79 0.55 -11.03
Br 0.40 3.26 -10.08
Br 0.17 0.62 -8.29
H 2.16 1.91 -8.99
C 3.05 -5.64 4.73
Br 1.30 -5.30 4.03
Br 4.19 -6.50 3.44
Br 3.86 -4.02 5.40
H 2.95 -6.31 5.57
C 2.82 2.70 7.34
Br 2.05 4.47 7.36
Br 3.16 2.10 5.54
Br 4.39 2.60 8.44
H 2.09 2.03 7.76
C -6.66 -5.57 0.85
Br -8.35 -5.19 0.01
Br -5.50 -6.54 -0.34
Br -5.82 -3.97 1.50
H -6.86 -6.21 1.70



[13]
9
Properties=species:S:1:pos:R:3 method="wB97M-V/def2-TZVPD" e_homo_ha=-0.3724 lumo_ev=0.35 gap_ev=10.5 smiles="C=C(Br)OC=O"
C -0.12 1.79 -0.04
C 0.44 -1.85 -0.47
C -0.22 0.55 0.28
O 0.64 -0.44 -0.43
O 1.30 -2.69 -0.64
Br -1.41 -0.17 1.63
H -0.54 2.64 0.45
H 0.50 2.16 -0.83
H -0.58 -1.99 0.04



[14]
13
Properties=species:S:1:pos:R:3 method="wB97M-V/def2-TZVPD" e_homo_ha="-0.3349 / -0.3349" lumo_ev="-0.49 / -0.50" gap_ev="8.6 / 8.6"
C -2.20 -1.13 -1.07
C -0.24 0.82 -0.29
C 0.01 -0.08 0.98
O -1.76 -0.81 -2.13
O 0.43 -2.37 -0.30
O -0.89 -2.52 1.74
S -0.52 -1.80 0.56
H -3.23 -1.02 -0.76
H 0.13 0.27 -1.17
H -1.34 0.86 -0.43
H 0.26 1.74 -0.27
H -0.89 0.18 1.60
H 1.03 0.16 1.44



Summary of molecular weight in g/mol
607.6 115.5 76.0 83.1 967.8 160.1 59.9 284.9 94.2 325.4 225.0 3032.9 151.0 122.1
(order as listed above)